Density functional theory data (ωB97M-V/def2-TZVPD) for a 2-piece molecular cluster, CH4IN2 overall at a distorted geometry.

Values from the calculation:
Energy above the lowest of the compared OMol25 structures with the same formula, charge and spin ... 5.3719 eV
Net charge ... +1
Max |F| ... 9.9 eV/Å
Frontier orbital gap (alpha / beta) ... 6.8753 / 6.6732 eV
HOMO energy (alpha / beta) ... -0.447 / -0.551 Eh
E ... -447.1637 a.u.
2S+1 ... 3
LUMO energy (alpha / beta) ... -5.28 / -8.32 eV

```
8
Properties=species:S:1:pos:R:3:forces:R:3:lowdin_spin:R:1
C -0.124 -0.664 0.025 -4.98 1.76 -0.66 -0.093
N -1.363 -1.118 -0.038 8.70 -4.43 1.80 0.302
N -0.105 1.493 -0.060 1.31 -3.72 -0.66 0.343
I -2.976 0.099 0.019 -4.60 4.03 0.08 1.444
H 0.791 -1.208 -0.068 0.57 -0.33 0.36 -0.010
H -1.548 -2.173 0.309 0.75 2.62 -1.43 0.004
H 0.854 1.455 -0.609 -2.30 0.56 1.80 0.006
H 0.000 1.736 0.962 0.55 -0.49 -1.29 0.005
```
Positions in Å, forces in eV/Å.